# C33H72F2N4O4S2

4 unconnected molecules or ions with the total composition C33H72F2N4O4S2 (the ωB97M-V functional and the def2-TZVPD basis, the Open Molecules 2025 dataset).

* net charge: +2
* HOMO energy: -14.29 eV
* orbital gap: 10.48 eV
* calculated total energy: -2816.11292 Ha
* energy relative to the best compared isomer or geometry (same formula, charge and spin): 41.3 kJ/mol
* M: 691.1 g/mol

Last column: Mulliken charge in e.
CARTESIAN COORDINATES (ANGSTROEM)
1 C 5.302 -22.842 19.790  -1.17
2 C 6.188 -21.804 19.183  -0.76
3 C 5.474 -20.569 18.598  -0.21
4 C 5.157 -19.611 19.685  -1.03
5 N 4.448 -18.350 19.196  0.78
6 C 5.354 -17.281 18.557  -0.97
7 C 4.715 -15.927 18.848  0.97
8 C 3.752 -16.171 19.986  0.18
9 C 3.852 -17.613 20.424  -1.17
10 C 3.304 -18.648 18.225  -0.20
11 C 2.281 -19.637 18.752  -0.13
12 C 1.225 -19.986 17.718  -1.43
13 H 5.960 -23.668 20.044  0.42
14 H 4.625 -23.216 19.026  0.31
15 H 4.740 -22.520 20.681  0.29
16 H 6.767 -22.254 18.356  0.37
17 H 6.925 -21.368 19.862  0.38
18 H 4.555 -20.901 18.088  0.22
19 H 6.071 -20.083 17.818  0.39
20 H 6.067 -19.242 20.167  0.48
21 H 4.436 -19.941 20.414  0.41
22 H 5.347 -17.627 17.536  0.68
23 H 6.409 -17.333 18.920  0.27
24 H 4.180 -15.561 17.978  -0.83
25 H 5.500 -15.179 19.053  0.01
26 H 2.764 -16.039 19.546  -0.49
27 H 3.854 -15.575 20.870  0.60
28 H 2.872 -18.007 20.606  0.40
29 H 4.579 -17.849 21.203  0.52
30 H 3.785 -18.991 17.323  0.92
31 H 2.766 -17.723 17.970  -0.54
32 H 1.702 -19.154 19.553  0.08
33 H 2.739 -20.561 19.137  0.27
34 H 0.487 -20.651 18.179  0.42
35 H 1.694 -20.474 16.844  0.36
36 H 0.721 -19.082 17.371  0.22
37 C 0.296 -9.424 18.788  -1.09
38 C -0.751 -10.187 19.580  -0.62
39 C -0.383 -11.684 19.554  0.14
40 C -1.503 -12.661 20.065  -1.14
41 N -1.260 -14.165 19.950  0.79
42 C -1.186 -14.713 18.512  0.05
43 C -2.257 -15.805 18.517  -0.68
44 C -2.558 -16.212 19.972  -0.60
45 C -2.381 -14.855 20.729  -0.59
46 C 0.040 -14.542 20.648  -0.43
47 C 0.258 -14.250 22.103  -0.69
48 C 1.690 -14.497 22.531  -1.24
49 H 0.513 -9.887 17.811  0.24
50 H 1.202 -9.264 19.377  0.29
51 H -0.130 -8.431 18.646  0.42
52 H -1.734 -9.943 19.093  0.35
53 H -0.762 -9.841 20.629  0.32
54 H 0.580 -11.797 20.064  0.25
55 H -0.099 -12.000 18.538  -0.17
56 H -2.376 -12.361 19.488  0.51
57 H -1.713 -12.514 21.139  0.52
58 H -0.170 -14.972 18.348  -0.36
59 H -1.377 -13.928 17.791  0.36
60 H -1.974 -16.702 17.960  0.37
61 H -3.144 -15.374 18.041  0.40
62 H -1.757 -16.887 20.312  0.25
63 H -3.519 -16.739 20.017  0.44
64 H -2.051 -14.981 21.752  0.22
65 H -3.255 -14.204 20.647  0.51
66 H 0.857 -14.162 20.032  0.00
67 H 0.013 -15.637 20.544  0.59
68 H -0.401 -14.888 22.686  0.35
69 H 0.053 -13.197 22.315  0.30
70 H 2.364 -13.948 21.872  0.24
71 H 1.879 -15.568 22.388  0.24
72 H 1.793 -14.193 23.571  0.47
73 C 6.158 -11.686 18.568  -1.53
74 C 6.805 -12.728 17.709  0.42
75 C 6.944 -12.367 16.269  -0.30
76 C 7.555 -13.502 15.528  -1.16
77 N 7.514 -13.230 13.950  0.38
78 C 8.229 -14.467 13.323  -0.60
79 C 9.751 -14.094 13.168  -0.69
80 C 9.864 -12.636 13.618  -0.62
81 C 8.452 -12.047 13.514  -0.75
82 C 6.137 -13.115 13.344  -1.46
83 C 5.105 -14.045 13.867  1.05
84 C 3.827 -13.788 13.110  -1.42
85 H 5.232 -11.326 18.141  0.26
86 H 6.882 -10.866 18.610  0.43
87 H 5.943 -12.018 19.586  0.39
88 H 6.300 -13.700 17.755  -0.63
89 H 7.839 -12.889 18.072  0.53
90 H 7.604 -11.512 16.217  0.38
91 H 5.982 -12.126 15.826  0.36
92 H 7.040 -14.482 15.663  0.23
93 H 8.614 -13.697 15.796  0.66
94 H 7.820 -14.576 12.334  0.45
95 H 7.983 -15.331 13.942  0.43
96 H 10.049 -14.161 12.126  0.35
97 H 10.413 -14.738 13.734  0.30
98 H 10.586 -12.072 12.990  0.44
99 H 10.249 -12.561 14.662  0.29
100 H 8.078 -11.763 12.549  0.54
101 H 8.301 -11.162 14.106  0.43
102 H 6.246 -13.170 12.246  0.50
103 H 5.869 -12.082 13.592  0.61
104 H 4.928 -13.976 14.950  -0.39
105 H 5.428 -15.086 13.687  0.20
106 H 3.836 -14.083 12.059  0.43
107 H 3.540 -12.714 13.063  0.34
108 H 2.983 -14.348 13.527  0.26
109 N 2.098 -14.397 17.027  0.17
110 S 2.444 -12.828 17.036  0.77
111 O 1.399 -11.936 16.717  -0.60
112 O 3.780 -12.599 16.542  -0.36
113 F 2.652 -12.743 18.696  -0.29
114 S 1.966 -15.533 16.103  0.79
115 O 3.109 -16.477 16.006  -0.50
116 O 1.107 -15.274 14.885  -0.72
117 F 0.884 -16.396 16.996  -0.37


# C33H72IrN12SSi2

A molecular structure, C33H72IrN12SSi2 (the ωB97M-V functional and the def2-TZVPD basis, the Open Molecules 2025 dataset).

* net charge: +2
* <S²>: 8.770
* HOMO energy (alpha / beta): -11.98 / -13.52 eV
* orbital gap (alpha / beta): 8.19 / 6.45 eV
* calculated total energy: -3038.61039 Ha
* 2S+1: 6
* M: 917.5 g/mol

Last column: Löwdin spin population.
CARTESIAN COORDINATES (ANGSTROEM)
1 Ir -0.584 0.727 0.039  2.55
2 C -1.638 -1.887 3.021  0.01
3 N -1.662 -0.477 3.395  0.02
4 C -2.818 -0.080 4.185  0.01
5 C -0.623 0.330 3.163  0.04
6 N 0.079 0.221 2.010  0.21
7 C 1.541 0.155 2.158  0.01
8 C 2.251 1.054 1.159  0.01
9 N 1.684 0.870 -0.183  0.09
10 C 2.068 -0.417 -0.756  0.01
11 C 1.308 -0.748 -2.024  0.01
12 N -0.086 -0.281 -2.001  0.12
13 C -0.740 -0.315 -3.150  0.02
14 N -1.915 0.391 -3.315  0.00
15 C -2.090 1.672 -2.668  0.02
16 C -3.128 -0.419 -3.438  0.00
17 N -0.384 -0.985 -4.283  0.01
18 C -0.869 -0.550 -5.601  0.00
19 C 0.587 -2.079 -4.425  0.00
20 C 1.882 1.991 -1.107  0.01
21 C 1.296 3.262 -0.536  0.01
22 N -0.021 3.045 0.101  0.13
23 C -0.517 4.163 0.638  0.01
24 N 0.249 5.302 0.808  0.01
25 C 1.479 5.349 1.575  0.00
26 C -0.217 6.583 0.298  0.00
27 N -1.781 4.292 1.077  0.01
28 C -2.142 5.307 2.059  0.00
29 C -2.910 3.568 0.545  0.00
30 N -0.309 1.259 4.089  0.02
31 C -0.443 1.029 5.524  0.00
32 C 0.329 2.508 3.722  0.00
33 H -2.612 -2.169 2.627  0.00
34 H -1.422 -2.496 3.903  0.00
35 H -0.884 -2.066 2.261  0.01
36 H -3.712 -0.304 3.600  0.00
37 H -2.793 0.986 4.389  0.00
38 H -2.876 -0.630 5.126  0.00
39 H 1.843 -0.883 2.016  0.00
40 H 1.867 0.424 3.165  0.00
41 H 3.327 0.840 1.166  0.00
42 H 2.115 2.094 1.446  0.00
43 H 1.865 -1.184 -0.010  0.00
44 H 3.144 -0.440 -0.969  0.00
45 H 1.368 -1.828 -2.119  0.00
46 H 1.823 -0.308 -2.880  0.00
47 H -2.379 1.591 -1.617  0.01
48 H -2.893 2.209 -3.177  0.00
49 H -1.181 2.268 -2.749  0.00
50 H -3.425 -0.859 -2.485  0.00
51 H -2.975 -1.222 -4.157  0.00
52 H -3.939 0.212 -3.802  0.00
53 H -1.643 0.200 -5.511  0.00
54 H -1.259 -1.409 -6.146  0.00
55 H -0.035 -0.134 -6.170  0.00
56 H 0.488 -2.812 -3.634  0.00
57 H 1.615 -1.731 -4.485  0.00
58 H 0.359 -2.588 -5.358  0.00
59 H 1.386 1.725 -2.040  0.00
60 H 2.945 2.153 -1.323  0.00
61 H 1.224 4.010 -1.329  0.00
62 H 2.021 3.648 0.171  0.00
63 H 1.650 4.405 2.087  0.00
64 H 1.394 6.127 2.339  0.00
65 H 2.350 5.583 0.957  0.00
66 H -1.157 6.455 -0.234  0.00
67 H 0.517 6.987 -0.401  0.00
68 H -0.362 7.311 1.101  0.00
69 H -1.267 5.640 2.610  0.00
70 H -2.851 4.866 2.759  0.00
71 H -2.620 6.174 1.597  0.00
72 H -2.583 2.687 0.022  0.00
73 H -3.487 4.203 -0.135  0.00
74 H -3.564 3.253 1.351  0.00
75 H -0.744 0.005 5.718  0.00
76 H -1.166 1.711 5.975  0.00
77 H 0.528 1.194 5.995  0.00
78 H 0.195 2.678 2.657  0.00
79 H 1.396 2.506 3.963  0.00
80 H -0.139 3.321 4.281  0.00
81 C -6.820 3.099 0.039  0.00
82 C -6.193 1.774 -0.257  0.00
83 C -6.849 0.780 -0.970  0.01
84 C -6.170 -0.404 -1.187  0.00
85 N -4.935 -0.610 -0.728  0.03
86 C -4.397 0.405 -0.069  0.05
87 S -2.781 0.027 0.612  0.50
88 N -4.942 1.579 0.189  0.02
89 H -7.872 3.115 -0.233  0.00
90 H -6.306 3.884 -0.519  0.00
91 H -6.720 3.330 1.099  0.00
92 H -7.856 0.923 -1.335  0.00
93 H -6.625 -1.223 -1.732  0.00
94 C 2.811 -4.507 -1.143  0.03
95 Si 1.990 -4.386 0.542  0.09
96 C 1.913 -6.080 1.322  0.01
97 C 3.060 -3.293 1.634  0.00
98 C 0.278 -3.682 0.311  0.66
99 Si -1.216 -4.549 -0.405  0.09
100 C -1.446 -6.265 0.294  0.01
101 C -1.043 -4.648 -2.271  0.03
102 C -2.735 -3.498 -0.123  0.01
103 H 3.800 -4.962 -1.048  0.00
104 H 2.950 -3.523 -1.601  0.00
105 H 2.229 -5.121 -1.832  0.00
106 H 2.916 -6.388 1.625  0.00
107 H 1.533 -6.835 0.633  0.00
108 H 1.280 -6.089 2.212  0.00
109 H 4.017 -3.796 1.795  0.00
110 H 2.616 -3.130 2.619  0.00
111 H 3.291 -2.325 1.186  0.00
112 H 0.107 -2.619 0.521  0.05
113 H -0.739 -6.978 -0.132  0.00
114 H -2.451 -6.621 0.058  0.00
115 H -1.333 -6.289 1.380  0.00
116 H -0.230 -5.299 -2.597  0.00
117 H -0.879 -3.647 -2.670  0.00
118 H -1.969 -5.025 -2.711  0.00
119 H -2.992 -3.358 0.927  0.00
120 H -3.601 -3.954 -0.610  0.00
121 H -2.590 -2.514 -0.575  0.01